Entry 1:
12
Properties=species:S:1:pos:R:3:lowdin_charge:R:1 method="wB97M-V/def2-TZVPD" e_lumo_ev=0.63 total_charge=0 relative_energy_ev=4.3187 spin_multiplicity=1 homo_ev=-9.0 e_tot_ha=-306.347588
O 2.44156 -1.73623 0.30927 0.17
C 2.24353 -0.82967 -0.37202 -0.02
O 1.23116 0.58602 0.22576 -0.19
C -0.04065 0.17286 0.60200 -0.42
C -0.99981 -0.37647 -0.42423 -0.11
C -1.21672 0.99118 0.17656 -0.11
H 1.79477 0.08442 -0.93793 0.13
H -0.08211 -0.27328 1.59538 0.14
H -0.67059 -0.41357 -1.45999 0.10
H -1.66632 -1.18542 -0.13915 0.10
H -0.99913 1.84953 -0.45194 0.11
H -2.03569 1.13063 0.87630 0.10

---

Entry 2:
75
Properties=species:S:1:pos:R:3:lowdin_charge:R:1 method="wB97M-V/def2-TZVPD" s2=0.756 e_lumo_ev="-6.94 / -6.98" total_charge=+2 relative_energy_ev=0.0000 spin_multiplicity=2 homo_ev="-13.8 / -13.8" e_tot_ha=-7388.797499
Ti -0.47562 0.48555 0.06255 0.69
C 0.96862 -1.04882 1.08837 -0.15
C 0.77207 0.05305 1.95540 -0.14
C -0.58467 0.05094 2.35354 -0.15
C -1.21792 -1.04925 1.73784 -0.17
C -0.26042 -1.72438 0.95111 -0.14
H 1.90153 -1.33490 0.63008 0.12
H 1.52527 0.76594 2.25523 0.13
H -1.06476 0.76291 3.00585 0.11
H -2.24765 -1.34376 1.85825 0.11
H -0.43474 -2.61105 0.36225 0.11
Br -4.24902 6.04654 3.69029 0.82
C -3.05122 5.02978 2.65913 -0.69
C -3.15072 5.04388 1.27614 -0.09
C -2.27549 4.28430 0.51360 -0.03
C -1.31853 3.50562 1.14551 -0.30
C -1.19980 3.50945 2.52869 -0.03
C -2.06543 4.27898 3.28848 -0.09
N -0.42004 2.68624 0.37210 0.03
C 0.45505 3.31062 -0.31078 -0.02
C 1.47162 2.57698 -1.06036 -0.24
C 2.46620 3.23430 -1.75897 0.03
C 3.47090 2.48152 -2.35554 0.00
C 3.43767 1.10686 -2.21631 0.00
C 2.39101 0.52722 -1.51150 -0.12
N 1.41673 1.23683 -0.94694 0.02
H -3.90723 5.64770 0.79439 0.12
H -2.36029 4.28623 -0.56554 0.11
H -0.41764 2.93883 3.01222 0.12
H -1.97421 4.30047 4.36550 0.12
H 0.51397 4.39858 -0.29085 0.16
H 2.46575 4.31430 -1.82172 0.14
H 4.26752 2.96508 -2.90439 0.13
H 4.20487 0.47710 -2.64413 0.13
H 2.33451 -0.54684 -1.39798 0.10
C -2.42001 -1.08967 -3.44606 -0.25
As -0.76772 -0.56405 -2.56574 1.08
C -0.09515 0.66132 -3.92503 -0.25
C 0.32116 -2.14623 -2.89542 -0.26
H -2.22826 -1.11753 -4.51826 0.05
H -3.21169 -0.37463 -3.23551 0.02
H -2.72880 -2.07658 -3.11226 0.03
H 0.09931 0.10071 -4.83866 0.05
H 0.81855 1.16091 -3.61130 0.01
H -0.86331 1.40529 -4.12946 0.02
H 0.03734 -2.58180 -3.85253 0.05
H 0.17146 -2.88545 -2.11057 0.03
H 1.37575 -1.88045 -2.94003 0.02
C -3.92670 1.31406 1.49232 -0.19
P -3.16196 0.55992 0.01235 1.00
C -4.03771 -1.03357 -0.08401 -0.36
C -5.37272 -1.14014 0.31162 -0.09
C -6.03445 -2.35603 0.23301 -0.04
C -5.37033 -3.48388 -0.22846 -0.05
C -4.03727 -3.39586 -0.60152 -0.05
C -3.37851 -2.17851 -0.52493 -0.14
C -3.76844 1.54307 -1.39580 -0.37
C -2.85046 2.26438 -2.15574 -0.18
C -3.25957 3.02385 -3.24275 -0.07
C -4.60392 3.06456 -3.58310 -0.05
C -5.52954 2.34918 -2.83380 -0.04
C -5.11603 1.59348 -1.74744 -0.06
H -4.95237 1.61770 1.28270 0.06
H -3.37081 2.18870 1.81514 0.02
H -3.93706 0.57854 2.29771 0.07
H -5.90655 -0.28235 0.69914 0.10
H -7.06874 -2.42350 0.54186 0.12
H -5.88656 -4.43261 -0.28336 0.12
H -3.50973 -4.27728 -0.94232 0.12
H -2.33205 -2.12405 -0.79685 0.05
H -1.79351 2.24114 -1.90012 0.06
H -2.53510 3.58217 -3.82256 0.11
H -4.93197 3.65075 -4.43081 0.12
H -6.57773 2.37722 -3.09916 0.12
H -5.85179 1.03250 -1.18492 0.10

---

Entry 3:
20
Properties=species:S:1:pos:R:3:lowdin_charge:R:1 method="wB97M-V/def2-TZVPD" e_lumo_ev=1.05 total_charge=0 relative_energy_ev=1.5282 spin_multiplicity=1 homo_ev=-9.4 e_tot_ha=-349.092486
C -0.83470 1.51083 1.95852 0.07
C -0.29359 0.40237 1.53252 -0.25
O 0.21115 -0.83102 1.99476 0.07
C 0.25387 -0.53891 0.59277 -0.42
C 1.65241 -0.22013 0.04405 -0.16
C 1.61647 0.69739 -1.17210 -0.09
C -0.67177 -1.36411 -0.28916 -0.16
C -1.74111 -0.52319 -0.98231 -0.09
H -1.03048 2.32099 1.27750 0.06
H -1.10379 1.64496 2.99124 0.06
H 2.12279 -1.17281 -0.21133 0.12
H 2.23617 0.24080 0.84296 0.12
H 1.12811 1.63805 -0.92779 0.08
H 1.08239 0.23240 -1.99669 0.07
H 2.63038 0.90955 -1.50389 0.07
H -1.15560 -2.10946 0.34609 0.12
H -0.07008 -1.89160 -1.03167 0.11
H -1.29308 0.24160 -1.61176 0.07
H -2.36619 -1.15731 -1.60624 0.07
H -2.37335 -0.03038 -0.24746 0.07

---

Entry 4:
49
Properties=species:S:1:pos:R:3:lowdin_charge:R:1 method="wB97M-V/def2-TZVPD" s2=6.018 e_lumo_ev="-6.85 / -9.74" total_charge=+2 relative_energy_ev=0.0000 spin_multiplicity=5 homo_ev="-14.0 / -14.2" e_tot_ha=-4981.512957
Pt -0.35368 -2.16734 0.40269 0.51
S 1.54978 -3.19155 -0.46262 0.19
S 2.29155 -4.39915 0.89270 0.19
S 1.90208 -3.53763 2.82119 0.18
S 0.43782 -2.25174 2.63754 0.18
N -7.62040 -0.77838 1.42653 0.23
C -6.50328 -0.99628 1.27986 -0.14
C -5.10618 -1.26749 1.09917 -0.17
C -4.40854 -0.68448 0.04450 0.04
C -3.06548 -0.95912 -0.08758 -0.12
N -2.40897 -1.77173 0.75830 -0.16
C -3.08712 -2.33937 1.76931 -0.11
C -4.43026 -2.11217 1.97570 0.04
H -4.90164 -0.02692 -0.65668 0.14
H -2.48689 -0.51584 -0.88694 0.11
H -2.53055 -2.99626 2.42400 0.11
H -4.94131 -2.58658 2.80106 0.14
C -2.22086 3.82173 0.33862 -0.04
C -2.20667 2.82642 1.30951 -0.05
C -1.37699 1.72750 1.15674 -0.13
C -0.55662 1.64425 0.03446 -0.39
C -0.56208 2.63765 -0.94037 -0.08
C -1.40351 3.72918 -0.77992 -0.04
As 0.60082 0.13830 -0.16117 1.27
C 1.42005 -0.02265 -1.86515 -0.36
C 0.81740 -0.12832 -3.11053 -0.08
C 1.62490 -0.29732 -4.22603 -0.05
C 3.00552 -0.37069 -4.07844 -0.03
C 3.60265 -0.27058 -2.82769 0.01
C 2.81216 -0.09438 -1.70012 -0.21
C 3.30206 0.05709 -0.30774 -0.20
C 4.63160 0.03141 0.09315 0.01
C 4.95109 0.22330 1.43183 -0.03
C 3.96101 0.44896 2.38131 -0.05
C 2.62556 0.46840 2.00203 -0.10
C 2.31497 0.26680 0.66678 -0.33
H -2.87107 4.67789 0.45846 0.12
H -2.83786 2.91136 2.18394 0.12
H -1.36653 0.94928 1.91286 0.10
H 0.08135 2.56983 -1.80900 0.11
H -1.41595 4.51040 -1.52769 0.12
H -0.25866 -0.06763 -3.22255 0.11
H 1.18178 -0.36993 -5.20960 0.12
H 3.62795 -0.50215 -4.95334 0.12
H 4.68020 -0.31828 -2.74565 0.12
H 5.42277 -0.12033 -0.62887 0.12
H 5.98930 0.21409 1.73569 0.12
H 4.23280 0.62335 3.41360 0.12
H 1.85391 0.66709 2.73616 0.11